Entry 1:
Computed, not measured: a structure of composition C25H45N3O4PSSbTi, with wB97M-V/def2-TZVPD.

Results
**E_LUMO**: -6.2 eV
**Charge**: +2
**Energy relative to the best compared isomer or geometry (same formula, charge and spin)**: 82.6 kJ/mol
**Spin multiplicity**: 1
**HOMO energy**: -13.5 eV

Last column: Löwdin charge in e.
Positions of all 81 atoms, in Å:
Ti  0.1909  -0.0888  -0.3955  0.848
C  1.1956  -0.2670  5.0824  0.012
O  1.3661  -0.1921  3.6462  0.014
C  0.3371  -0.2222  2.8316  -0.524
O  0.5722  -0.1916  1.6129  -0.126
N  -0.9034  -0.2881  3.3340  0.052
N  -1.9926  -0.3330  2.4616  0.102
H  2.1995  -0.2446  5.4874  0.110
H  0.7135  -1.2042  5.3587  0.110
H  0.6399  0.5971  5.4453  0.108
H  -1.0449  -0.2940  4.3298  0.147
H  -2.5848  0.4757  2.6026  0.106
H  -2.5246  -1.1798  2.6183  0.115
S  -4.1157  -0.4599  -1.6781  1.113
C  -3.7963  1.2097  -1.7859  -0.370
C  -2.5589  1.5299  -1.3030  -0.202
C  -1.8300  0.4059  -0.8166  -0.284
C  -2.5761  -0.7424  -0.9788  -0.525
C  -2.0714  -2.0450  -0.5784  -0.273
C  -2.7682  -3.2453  -0.6297  0.014
C  -2.1782  -4.3856  -0.1119  -0.009
C  -0.9132  -4.3086  0.4597  -0.023
C  -0.2688  -3.0898  0.4487  -0.117
N  -0.8214  -1.9916  -0.0768  0.008
H  -4.5421  1.8742  -2.1970  0.083
H  -2.1960  2.5495  -1.3125  0.079
H  -3.7606  -3.2820  -1.0595  0.119
H  -2.7080  -5.3291  -0.1423  0.128
H  -0.4333  -5.1748  0.8932  0.122
H  0.7246  -2.9733  0.8623  0.106
C  3.4837  -0.6146  -3.3981  -0.086
C  3.8883  -0.3208  -1.9493  -0.498
C  3.8919  1.1924  -1.7177  -0.098
P  2.7978  -1.2198  -0.7487  1.082
C  3.6186  -1.2480  0.9155  -0.533
C  4.8882  -2.0836  1.0760  -0.098
C  3.8597  0.1626  1.4630  -0.119
C  2.8045  -3.0002  -1.2772  -0.517
C  1.7085  -3.3517  -2.2920  -0.103
C  4.1494  -3.5412  -1.7820  -0.088
H  4.0638  0.0263  -4.0650  0.097
H  2.4260  -0.4184  -3.5777  0.053
H  3.6750  -1.6432  -3.6913  0.058
H  4.8986  -0.7092  -1.7903  0.117
H  2.8760  1.5997  -1.7548  0.052
H  4.4602  1.6775  -2.5140  0.094
H  4.3398  1.4829  -0.7734  0.054
H  2.8400  -1.7080  1.5360  0.085
H  5.6630  -1.7884  0.3658  0.084
H  4.7034  -3.1504  0.9673  0.073
H  5.2937  -1.9240  2.0775  0.091
H  4.8099  0.5587  1.1057  0.087
H  3.9111  0.1304  2.5518  0.085
H  3.0711  0.8617  1.1856  0.025
H  2.5796  -3.5195  -0.3371  0.094
H  1.9877  -3.0247  -3.2948  0.079
H  0.7422  -2.9101  -2.0629  0.039
H  1.5890  -4.4365  -2.3271  0.093
H  4.4177  -3.1127  -2.7461  0.068
H  4.0570  -4.6190  -1.9306  0.097
H  4.9759  -3.3724  -1.0994  0.056
C  2.1958  3.4783  1.1470  -0.279
Sb  0.4295  2.7029  0.2690  1.426
C  -0.9752  3.1101  1.8065  -0.273
C  -0.0236  4.1970  -1.1636  -0.263
H  2.0307  4.5300  1.3797  0.027
H  3.0324  3.3930  0.4558  0.010
H  2.4321  2.9408  2.0636  0.011
H  -1.0549  4.1851  1.9645  0.028
H  -0.6498  2.6484  2.7397  0.005
H  -1.9504  2.7195  1.5191  0.005
H  -0.9630  4.6798  -0.8971  0.025
H  -0.0973  3.7680  -2.1586  -0.001
H  0.7696  4.9434  -1.1502  0.025
C  0.3513  1.1731  -4.5945  0.039
O  0.4832  1.5382  -3.1805  -0.046
C  0.3646  0.6194  -2.2916  -0.569
O  0.1994  -0.5890  -2.4723  -0.049
H  -0.2733  1.9387  -5.0398  0.107
H  -0.1035  0.1915  -4.6820  0.103
H  1.3457  1.1866  -5.0289  0.101

Cartesian forces (eV/Å) of the 6 atoms listed first:
-0.049 0.025 -0.147
-0.032 -0.003 -0.097
-0.015 -0.007 0.031
-0.112 -0.098 0.019
0.082 0.036 -0.085
0.066 0.026 -0.151


Entry 2:
Computed, not measured: an isolated molecule of C25H46BrClI2O12P2, with wB97M-V/def2-TZVPD.

Results
**E_LUMO**: -0.5 eV
**Spin multiplicity**: 1
**HOMO energy**: -7.6 eV

Last column: Löwdin charge in e.
Positions of all 89 atoms, in Å:
C  3.4326  -4.0723  0.2972  -0.126
C  3.5534  -4.2444  -1.3036  -0.236
C  4.5167  -3.1364  -1.9983  -0.200
C  3.7169  -1.7972  -2.4273  -0.190
C  3.6923  -0.7913  -1.1325  -0.238
C  2.9276  0.5181  -1.6123  -0.137
C  2.4473  1.5643  -0.4232  -0.429
O  1.0727  1.6894  -0.7481  -0.095
C  0.1635  2.5805  -0.1947  -0.248
C  -0.0616  4.0066  -0.9709  -0.062
C  0.7383  5.2313  -0.2903  -0.670
O  1.2313  6.1086  -1.0533  -0.031
Br  0.9677  5.5446  1.6458  0.772
C  -1.2933  1.7651  -0.2527  -0.318
C  -1.9661  1.9022  -1.7383  -0.164
O  -1.0388  1.5766  -2.8038  -0.223
C  -1.8466  1.1878  -3.9633  -0.088
O  -0.9306  0.3991  -0.1394  -0.132
C  -1.7688  -0.5216  0.5342  -0.315
C  -1.1094  -2.0042  0.2804  -0.107
C  0.1315  -1.9721  -0.7346  -0.227
C  -0.3607  -1.8147  -2.2839  -0.518
Cl  -0.2064  -3.4638  -3.1068  0.489
C  -3.2945  -0.6627  0.0890  -0.142
C  -4.1657  -1.7300  0.9334  -0.138
C  -3.8133  -1.8082  2.4911  -0.145
O  -4.4211  -3.0692  2.9797  -0.089
C  -5.1308  -2.8538  4.1937  -0.413
C  -6.6378  -3.4420  4.2732  0.000
O  -4.5645  -2.2712  5.1468  0.049
P  -2.4716  2.5622  0.9495  0.734
O  -3.8046  2.8396  0.1952  -0.328
O  -2.0034  4.1329  1.5165  -0.209
O  -2.8901  1.7178  2.3580  -0.177
C  2.8262  0.9875  1.0240  -0.554
I  4.9810  1.1281  1.5297  0.836
C  2.1798  1.8415  2.2851  -0.748
C  0.8648  1.1587  2.9015  -0.182
I  3.5841  2.0069  3.9964  0.679
P  3.4436  3.1545  -0.8823  0.696
O  3.6063  4.1185  0.2945  -0.349
O  5.0681  2.7968  -1.3737  -0.236
O  2.7972  3.8998  -2.3057  -0.168
H  2.3504  -3.8128  0.6044  0.059
H  4.0758  -3.1810  0.6509  0.068
H  3.7628  -5.0083  0.8708  0.075
H  4.0338  -5.2700  -1.4936  0.100
H  2.5067  -4.2634  -1.7891  0.080
H  5.3205  -2.8238  -1.2292  0.110
H  4.9890  -3.5705  -2.9501  0.106
H  2.6231  -2.0621  -2.6346  0.084
H  4.1467  -1.2878  -3.3603  0.115
H  3.1989  -1.4029  -0.3093  0.082
H  4.8132  -0.5796  -0.9387  0.082
H  3.5729  1.0327  -2.4067  0.098
H  2.0154  0.1253  -2.2128  0.119
H  0.2139  2.8903  0.9024  0.089
H  0.1994  3.8543  -2.0703  0.133
H  -1.1661  4.3511  -0.9094  0.130
H  -2.8664  1.1851  -1.8642  0.129
H  -2.3807  2.9450  -1.9475  0.128
H  -1.1423  1.1491  -4.8587  0.106
H  -2.6842  1.9600  -4.0558  0.106
H  -2.3095  0.1485  -3.8476  0.092
H  -1.6383  -0.3804  1.6785  0.124
H  -1.8618  -2.7546  -0.1340  0.116
H  -0.6992  -2.4221  1.2796  0.127
H  0.6043  -3.0294  -0.6935  0.076
H  0.9680  -1.2496  -0.4578  0.089
H  -1.4841  -1.5449  -2.3101  0.067
H  0.2611  -1.0653  -2.8744  0.063
H  -3.9012  0.3030  0.0554  0.097
H  -3.2844  -1.0632  -1.0005  0.120
H  -5.2698  -1.4837  0.7307  0.128
H  -3.9838  -2.7604  0.4443  0.116
H  -2.7040  -1.8910  2.7362  0.128
H  -4.3439  -0.9292  3.0030  0.139
H  -6.5741  -4.5877  4.4341  0.096
H  -7.1859  -3.3018  3.2789  0.085
H  -7.2103  -3.0202  5.1741  0.093
H  -1.4488  4.0061  2.3240  0.038
H  -3.4111  2.3447  2.9265  0.104
H  2.4215  -0.0825  1.2006  0.107
H  2.0319  2.9367  1.9506  0.012
H  0.2123  0.6817  2.0954  0.060
H  0.2641  1.9934  3.4215  0.085
H  1.1715  0.3862  3.6944  0.067
H  5.0598  2.5976  -2.3417  0.067
H  2.5692  3.1736  -2.9426  0.084

Cartesian forces (eV/Å) of the 6 atoms listed first:
-0.260 0.646 0.044
0.567 -0.266 0.100
-0.745 0.297 -0.246
-0.312 -0.157 1.331
1.023 -0.534 -2.374
-0.275 -1.025 0.132


Entry 3:
Computed, not measured: a structure of composition C25H46Cl2N3O6SiZn, with wB97M-V/def2-TZVPD.

Results
**E_LUMO (spin up / spin down)**: 2.1 / 2.1 eV
**Charge**: -1
**Energy relative to the best compared isomer or geometry (same formula, charge and spin)**: 726.0 kJ/mol
**Spin multiplicity**: 1
**HOMO energy (spin up / spin down)**: -0.5 / -0.2 eV

Last column: Löwdin charge in e.
Positions of all 84 atoms, in Å:
C  2.9301  -2.2678  -5.4256  -0.034
C  2.5871  -1.4442  -6.6211  -0.254
H  3.4526  -3.1760  -5.7378  0.067
H  2.0302  -2.5225  -4.8591  0.068
H  3.5780  -1.6774  -4.7680  0.087
C  2.9218  -1.8445  -7.8646  -0.142
C  3.3634  -3.2395  -8.1750  -0.121
H  3.0010  -1.1470  -8.7112  0.111
H  2.7385  -3.9381  -7.5887  0.073
H  4.4335  -3.3992  -7.9256  0.080
H  3.2205  -3.4845  -9.2419  0.069
Zn  1.3005  0.2496  -3.5720  0.380
Cl  3.2288  1.1005  -2.9255  0.033
C  -0.1931  2.5349  -2.9061  -0.280
O  -0.3276  1.2805  -2.9467  -0.074
N  -1.2096  3.3885  -2.9207  -0.156
C  -2.6059  2.9686  -3.0571  -0.016
C  -0.9204  4.8141  -2.8564  -0.036
H  0.8133  2.9982  -2.8937  0.123
H  -2.8668  2.1826  -2.3297  0.093
H  -2.8159  2.6229  -4.0837  0.085
H  -3.2042  3.8664  -2.8626  0.079
H  -0.2220  5.0044  -2.0329  0.092
H  -1.8509  5.3536  -2.6907  0.079
H  -0.4633  5.1749  -3.7889  0.097
H  -2.1584  2.6492  1.7744  0.088
H  -1.3628  1.2487  3.9030  0.088
C  -2.2150  1.6740  1.2644  -0.049
C  -1.4762  0.3758  3.2423  -0.067
N  -1.2588  0.7452  1.8474  -0.197
H  -2.0378  1.8072  0.1925  0.073
C  -0.2040  0.2555  1.1553  -0.309
O  0.1043  0.5537  -0.0066  -0.022
H  -0.7360  -0.3859  3.5053  0.070
H  0.3977  -0.4503  1.7699  0.107
H  -3.2320  1.2840  1.4227  0.083
H  -2.4880  -0.0329  3.3768  0.080
H  0.3792  -4.0383  0.1491  0.077
H  -0.3797  -4.0180  -3.7755  0.107
C  -0.5625  -3.9013  -0.4071  -0.053
C  -1.0529  -3.9187  -2.8967  -0.035
N  -0.3079  -3.3709  -1.7615  -0.165
H  -1.2177  -3.2168  0.1762  0.090
C  0.3838  -2.2364  -1.9517  -0.232
O  0.3269  -1.5658  -3.0155  -0.069
H  -1.8952  -3.2567  -3.1596  0.079
H  1.0251  -1.9159  -1.1187  0.150
H  -1.0763  -4.8720  -0.4824  0.079
H  -1.4499  -4.9028  -2.6152  0.084
O  1.0076  -0.1718  -5.3139  -0.368
C  1.9790  -0.0936  -6.3146  -0.390
C  0.8715  0.1372  -8.6440  -0.136
C  1.5907  0.6711  -7.5784  -0.201
H  0.6055  -0.9211  -8.6908  0.023
C  0.5595  0.9317  -9.7550  -0.084
H  2.7905  0.4832  -5.8478  0.106
C  2.0513  1.9864  -7.6180  -0.030
H  0.0305  0.4841  -10.5999  0.108
C  1.0002  2.2577  -9.7804  -0.099
C  1.7678  2.7788  -8.7268  -0.084
H  2.6907  2.3170  -6.7903  0.124
H  0.7577  2.8615  -10.6528  0.091
H  2.1717  3.7946  -8.7736  0.098
Si  -1.1988  -0.7209  -6.5072  0.208
Cl  -0.5994  -2.4286  -7.5257  0.421
C  -2.3427  -0.0781  -7.8392  -0.279
C  -1.0510  1.2448  -6.3137  -0.185
C  -2.2246  -1.3512  -5.1107  -0.197
H  -1.8219  0.5889  -8.5409  0.022
H  -3.1522  0.4337  -7.3072  0.031
H  -2.7123  -0.9720  -8.3368  -0.001
H  -2.8510  -2.1729  -5.4734  0.033
H  -2.9280  -0.5992  -4.7365  0.044
H  -1.5689  -1.6944  -4.3185  -0.019
H  -0.6998  1.7190  -7.2450  0.027
H  -0.4158  1.5874  -5.5014  0.001
H  -2.0559  1.6620  -6.1265  0.025
C  3.3159  0.2013  1.7785  -0.174
O  2.9266  1.8304  0.7565  0.036
C  2.3897  2.5601  -0.0093  -0.455
O  1.8577  3.2836  -0.7591  0.094
H  4.3973  0.2032  1.6522  -0.097
H  2.7248  -0.4699  1.1696  -0.130
H  2.9036  0.5099  2.7380  -0.122

Cartesian forces (eV/Å) of the 6 atoms listed first:
-0.411 -0.350 -0.009
0.283 -0.055 -1.252
-0.055 0.133 0.351
0.100 -0.080 0.067
-0.029 -0.065 0.008
0.381 0.523 0.349


Number 1: total energy -89079.2533 eV, F_max 0.0076 hartree/bohr. Number 2: total energy -168579.5767 eV, F_max 0.1405 hartree/bohr. Number 3: total energy -124765.8515 eV, F_max 0.0980 hartree/bohr.